Record 1
# C6Br4

A structure of composition C6Br4 at a distorted geometry (the ωB97M-V functional and the def2-TZVPD basis, OMol25).

Structure (XYZ):
```
10
C6Br4 | OMol25 | the ωB97M-V functional and the def2-TZVPD basis
C -0.18526 -1.11931 0.81521
C -0.69505 -0.00364 1.20144
C 0.51692 -1.60347 -0.15351
C -0.64502 1.18610 0.59807
C 0.66184 0.05489 -1.19913
C 0.08173 1.14138 -0.66898
Br 1.34677 -3.08244 -0.80259
Br -1.37963 2.79153 1.23250
Br 1.57469 -0.20047 -2.76008
Br 0.21997 2.78022 -1.61550
```

Results
Gap between HOMO and LUMO in eV: 7.85
Charge: 0
HOMO energy in eV: -8.94
Total energy in eV: -286385.835
F_max in eV/A: 4.53

Record 2
# C6CsF18N3O12S6

A structure of composition C6CsF18N3O12S6 at a distorted geometry (the ωB97M-V functional and the def2-TZVPD basis, OMol25).

Structure (XYZ):
```
46
C6CsF18N3O12S6 | OMol25 | the ωB97M-V functional and the def2-TZVPD basis
Cs -1.90977 -1.51347 -0.37374
C -3.03866 -5.74806 -0.09878
F -3.54675 -6.12138 1.08569
F -2.49544 -4.51915 -0.05814
F -1.99943 -6.58272 -0.39315
S -4.46514 -5.91495 -1.36662
O -4.86836 -7.34701 -1.56522
O -5.51766 -5.00992 -0.92887
N -3.55716 -5.42791 -2.77166
S -4.02569 -3.99486 -3.03228
O -5.31624 -3.85676 -3.66083
O -3.76935 -3.07409 -1.93725
C -2.77597 -3.49105 -4.40388
F -1.48782 -3.89320 -4.14110
F -3.11876 -4.04238 -5.59643
F -2.75256 -2.21632 -4.54603
C 2.05415 -0.81085 0.56287
F 2.92176 -1.74892 1.05213
F 2.43270 -0.42473 -0.67162
F 0.81838 -1.29440 0.59268
S 2.24519 0.76405 1.77615
O 3.57109 1.28876 1.44723
O 1.13953 1.56983 1.39455
N 2.08572 0.14816 3.39131
S 2.79064 1.31559 4.21787
O 4.21387 1.10210 4.42718
O 2.38447 2.68267 3.82537
C 2.08908 1.07462 6.05368
F 2.82026 1.72576 6.97467
F 0.82342 1.38923 6.18677
F 2.24986 -0.20970 6.37231
C 3.05179 6.16072 0.19709
F 2.24583 7.11406 0.76092
F 4.09126 6.82546 -0.20108
F 3.39831 5.21141 1.07321
S 2.23273 5.38807 -1.30483
O 1.45885 6.37824 -2.03184
O 3.25825 4.71902 -2.12985
N 1.10994 4.23680 -0.56543
S 0.92196 3.19842 -1.59741
O 0.53404 3.88664 -2.83912
O 1.94068 2.15376 -1.67340
C -0.76499 2.40697 -0.98939
F -0.61191 1.15260 -0.66096
F -1.20412 2.99962 0.14732
F -1.65801 2.34925 -2.00007
```

Results
Gap between HOMO and LUMO (spin up / spin down) in eV: 8.39 / 3.96
Spin multiplicity: 2
Charge: -1
HOMO energy (spin up / spin down) in eV: -7.22 / -7.22
Total energy in eV: -149730.644
F_max in eV/A: 8.01
ΔE to the lowest compared entry with this formula, charge and spin in eV: 0.000

Record 3
# C6H10

An isolated molecule of C6H10 at a distorted geometry (the ωB97M-V functional and the def2-TZVPD basis, OMol25).

Structure (XYZ):
```
16
C6H10 | OMol25 | the ωB97M-V functional and the def2-TZVPD basis
C -0.12909 -1.11273 -0.37772
C -0.78606 -0.62315 0.92673
C -1.26137 0.72889 0.36161
C 0.07043 1.47060 -0.17725
C 1.24590 0.84671 -0.43108
C 1.31798 -0.66801 -0.42468
H -0.58191 -0.42026 -1.09115
H -0.38710 -2.10160 -0.75030
H -0.06756 -0.46132 1.74208
H -1.55154 -1.31465 1.31248
H -1.79056 1.42415 1.01225
H -2.05371 0.38981 -0.34914
H 0.03730 2.56588 -0.21226
H 2.20637 1.33754 -0.65651
H 1.91886 -0.99761 0.43536
H 1.81205 -1.06425 -1.32040
```

Results
Gap between HOMO and LUMO in eV: 10.47
SMILES: C1=CCCCC1
Charge: 0
HOMO energy in eV: -9.24
Total energy in eV: -6382.609
F_max in eV/A: 1.25
ΔE to the lowest compared entry with this formula, charge and spin in eV: 1.251

Record 4
# C6H10

An isolated molecule of C6H10 (the ωB97M-V functional and the def2-TZVPD basis, OMol25).

Structure (XYZ):
```
16
C6H10 | OMol25 | the ωB97M-V functional and the def2-TZVPD basis
C -1.85651 0.17199 0.85114
C -1.76899 0.25274 -0.67441
C -0.38857 0.51147 -1.30900
C 0.71495 -0.17448 -0.63583
C 1.67172 -0.43581 0.04746
C 2.89834 -0.55887 0.82581
H -1.22261 -0.62815 1.24743
H -2.89101 -0.05736 1.13343
H -1.57586 1.10350 1.35528
H -2.46195 1.02035 -1.03847
H -2.12172 -0.70324 -1.07474
H -0.44768 0.25244 -2.37396
H -0.09114 1.56810 -1.27679
H 3.37292 -1.53340 0.69540
H 3.59667 0.21556 0.49065
H 2.70757 -0.39798 1.89165
```

Results
Gap between HOMO and LUMO in eV: 10.35
SMILES: CC#CCCC
Charge: 0
HOMO energy in eV: -9.28
Total energy in eV: -6382.444
F_max in eV/A: 0.62
ΔE to the lowest compared entry with this formula, charge and spin in eV: 1.415

Record 5
# C6H10

An isolated molecule of C6H10 at a distorted geometry (the ωB97M-V functional and the def2-TZVPD basis, OMol25).

Structure (XYZ):
```
16
C6H10 | OMol25 | the ωB97M-V functional and the def2-TZVPD basis
C -0.17923 -0.59986 -0.00894
C -1.47038 -0.57759 -0.27569
C 1.09468 -1.39870 -0.21826
C 1.13515 -0.03626 0.41524
C -2.35874 0.50541 0.28184
C 1.89583 1.11530 -0.30795
H -2.00309 -1.36851 -0.71581
H 1.17825 -2.30969 0.35039
H 1.47675 -1.72743 -1.13467
H 1.17079 -0.06747 1.46703
H -3.42409 0.04926 0.47297
H -2.50997 1.34792 -0.29842
H -2.07660 0.87444 1.33747
H 2.21990 2.00539 0.35547
H 1.09414 1.50588 -0.88514
H 2.75662 0.68189 -0.83551
```

Results
Gap between HOMO and LUMO in eV: 10.35
SMILES: C/C=C1/C[C@H]1C
Charge: 0
HOMO energy in eV: -9.18
Total energy in eV: -6381.243
F_max in eV/A: 4.28
ΔE to the lowest compared entry with this formula, charge and spin in eV: 2.616

Record 6
# C6H10

An isolated molecule of C6H10 at a distorted geometry (the ωB97M-V functional and the def2-TZVPD basis, OMol25).

Structure (XYZ):
```
16
C6H10 | OMol25 | the ωB97M-V functional and the def2-TZVPD basis
C -0.75381 -0.64788 -1.61925
C 0.11279 0.34366 -0.82761
C -0.70787 0.97894 0.31992
C 0.10835 0.38334 1.79554
C 1.23414 -0.38387 1.16410
C 1.25643 -0.35836 -0.16142
H -1.19851 -1.36817 -0.92276
H -0.15706 -1.20582 -2.34766
H -1.56930 -0.14995 -2.15817
H 0.51947 1.08500 -1.53844
H -1.08306 1.96081 -0.06661
H -1.63752 0.42605 0.45349
H -0.73856 -0.19220 2.15497
H 0.51624 0.75638 2.77533
H 2.05729 -0.81943 1.73409
H 2.04098 -0.80849 -0.75550
```

Results
Gap between HOMO and LUMO in eV: 10.14
SMILES: C[C@@H]1C=CCC1
Charge: 0
HOMO energy in eV: -8.98
Total energy in eV: -6382.168
F_max in eV/A: 1.90
ΔE to the lowest compared entry with this formula, charge and spin in eV: 1.691

Record 7
# C6H10

A cluster of 2 separate species, C6H10 in total (the ωB97M-V functional and the def2-TZVPD basis, OMol25).

Structure (XYZ):
```
16
C6H10 | OMol25 | the ωB97M-V functional and the def2-TZVPD basis
C 2.31407 -0.37700 -0.54502
C -0.88447 1.64746 -0.87073
C -0.81793 0.55029 -0.12987
C -0.26621 0.25734 1.25263
C 0.13764 -1.12572 0.69334
C -0.88809 -0.93247 -0.44621
H 2.35640 0.52025 0.11223
H 1.65079 -0.01563 -1.36202
H -1.17344 1.60368 -1.91761
H -0.63526 2.62191 -0.45840
H -1.06842 0.15088 1.99409
H 0.50854 0.91318 1.65942
H 0.04526 -2.00326 1.34091
H 1.20254 -1.18201 0.30143
H -1.85974 -1.36190 -0.17133
H -0.62170 -1.26700 -1.45285
```

Results
Gap between HOMO and LUMO in eV: 8.67
Charge: 0
HOMO energy in eV: -8.98
Total energy in eV: -6378.113
F_max in eV/A: 0.39
ΔE to the lowest compared entry with this formula, charge and spin in eV: 5.747

Record 8
# C6H10

An isolated molecule of C6H10 (the ωB97M-V functional and the def2-TZVPD basis, OMol25).

Structure (XYZ):
```
16
C6H10 | OMol25 | the ωB97M-V functional and the def2-TZVPD basis
C -1.84671 -1.66129 0.11575
C -1.98760 -0.33173 -0.65918
C -0.92780 0.61222 -0.28080
C 0.09676 1.19416 -0.02005
C 1.48322 1.62325 0.20010
C 2.35603 0.37027 0.36179
H -0.81856 -1.78519 0.46834
H -2.50729 -1.70204 0.98711
H -2.08251 -2.51214 -0.52940
H -1.87466 -0.52440 -1.73326
H -2.99070 0.09095 -0.52940
H 1.57773 2.27080 1.07913
H 1.82536 2.20963 -0.66088
H 2.22227 -0.29352 -0.49817
H 3.41684 0.62486 0.44288
H 2.05762 -0.18582 1.25604
```

Results
Gap between HOMO and LUMO in eV: 10.45
SMILES: CCC#CCC
Charge: 0
HOMO energy in eV: -9.34
Total energy in eV: -6382.415
F_max in eV/A: 0.54
ΔE to the lowest compared entry with this formula, charge and spin in eV: 1.444

Record 9
# C6H10

An isolated molecule of C6H10 (the ωB97M-V functional and the def2-TZVPD basis, OMol25).

Structure (XYZ):
```
16
C6H10 | OMol25 | the ωB97M-V functional and the def2-TZVPD basis
C 1.91848 0.64466 -0.23791
C 1.18792 -0.61430 0.23445
C 0.23646 -1.53058 -1.67961
C -0.09663 -0.95437 -0.56218
C -1.46479 -0.65947 0.02339
C -1.70771 0.82494 0.30734
H 2.44606 0.47121 -1.18226
H 1.21823 1.47122 -0.39671
H 2.65691 0.95849 0.50891
H 1.87878 -1.46472 0.24191
H 0.85224 -0.49080 1.26985
H -1.55036 -1.22676 0.96084
H -2.24901 -1.04090 -0.63991
H -1.68661 1.41149 -0.61676
H -2.68669 0.96876 0.77837
H -0.95328 1.23113 0.99030
```

Results
Gap between HOMO and LUMO in eV: 9.71
Charge: 0
HOMO energy in eV: -9.63
Total energy in eV: -6380.439
F_max in eV/A: 0.71
ΔE to the lowest compared entry with this formula, charge and spin in eV: 3.421

Record 10
# C6H10

An isolated molecule of C6H10 (the ωB97M-V functional and the def2-TZVPD basis, OMol25).

Structure (XYZ):
```
16
C6H10 | OMol25 | the ωB97M-V functional and the def2-TZVPD basis
C -0.97965 -0.71171 1.41286
C -0.54960 0.46046 0.53817
C 0.98332 0.74254 0.50136
C 0.96071 0.57439 -1.01547
C 0.40733 -0.76177 -1.41486
C -0.53521 0.31620 -0.99340
H -0.90965 -0.44409 2.47483
H -2.00720 -1.03095 1.21028
H -0.32128 -1.57555 1.26276
H -1.12075 1.35801 0.79579
H 1.24899 1.75359 0.82368
H 1.60742 0.02631 1.05135
H 1.52812 1.17890 -1.71616
H 0.53887 -1.64037 -0.78544
H 0.43418 -0.97168 -2.48103
H -1.28559 0.72573 -1.66472
```

Results
Gap between HOMO and LUMO in eV: 10.78
SMILES: C[C@H]1C[C@H]2C[C@H]21
Charge: 0
HOMO energy in eV: -9.53
Total energy in eV: -6382.552
F_max in eV/A: 0.30
ΔE to the lowest compared entry with this formula, charge and spin in eV: 1.307

Record 11
# C6H10

An isolated molecule of C6H10 (the ωB97M-V functional and the def2-TZVPD basis, OMol25).

Structure (XYZ):
```
16
C6H10 | OMol25 | the ωB97M-V functional and the def2-TZVPD basis
C -0.71304 0.24350 -1.37563
C -0.80651 0.10021 0.15227
C -0.55476 -1.38033 0.48402
C 0.12798 1.08198 0.92552
C 1.50402 0.76634 0.55027
C 2.51829 0.31490 0.08621
H -1.51183 -0.34231 -1.84692
H 0.23814 -0.15297 -1.75209
H -0.80553 1.27788 -1.72286
H -1.82873 0.35231 0.45961
H -0.52808 -1.59057 1.55834
H -1.35095 -1.99158 0.04165
H 0.39131 -1.72842 0.05127
H -0.09876 2.13455 0.69286
H 0.00116 0.99829 2.01634
H 3.41730 -0.08377 -0.32088
```

Results
Gap between HOMO and LUMO in eV: 11.02
SMILES: C#CCC(C)C
Charge: 0
HOMO energy in eV: -9.91
Total energy in eV: -6382.380
F_max in eV/A: 0.59
ΔE to the lowest compared entry with this formula, charge and spin in eV: 1.480

Record 12
# C6H10

A cluster of 2 separate species, C6H10 in total (the ωB97M-V functional and the def2-TZVPD basis, OMol25).

Structure (XYZ):
```
16
C6H10 | OMol25 | the ωB97M-V functional and the def2-TZVPD basis
C 2.26019 0.04917 -0.02898
C 0.77469 0.07740 0.10117
C -0.00388 1.17400 0.30020
C -1.38261 0.86117 0.58790
C -1.44333 -0.63989 0.47282
C -0.05510 -1.17089 0.06968
H 2.56462 -0.46400 -0.94537
H 2.68785 1.05326 -0.02206
H 2.68601 -0.51563 0.80669
H 0.39033 2.18886 0.29489
H -2.41747 1.50730 -0.98152
H -2.37223 1.36481 -1.72348
H -1.74194 -1.00535 1.46313
H -2.25499 -0.94009 -0.19801
H -0.03219 -1.60073 -0.93996
H 0.34006 -1.93940 0.74290
```

Results
Gap between HOMO and LUMO in eV: 7.84
Charge: 0
HOMO energy in eV: -7.88
Total energy in eV: -6379.855
F_max in eV/A: 0.41
ΔE to the lowest compared entry with this formula, charge and spin in eV: 4.004

Record 13
# C6H10

An isolated molecule of C6H10 at a distorted geometry (the ωB97M-V functional and the def2-TZVPD basis, OMol25).

Structure (XYZ):
```
16
C6H10 | OMol25 | the ωB97M-V functional and the def2-TZVPD basis
C -1.80478 0.79576 0.75688
C -0.82510 -0.10568 0.05372
C -0.66618 -1.35270 0.51484
C 0.05386 0.44918 -1.06641
C 1.52216 0.07782 -0.98629
C 2.26192 -0.23029 0.06313
H -1.66505 1.83567 0.45687
H -1.62934 0.72005 1.82440
H -2.86367 0.53231 0.68033
H -1.31017 -1.75252 1.28854
H 0.11459 -2.01388 0.18469
H -0.41227 0.24325 -2.02745
H -0.00611 1.52395 -0.85051
H 2.03585 0.12195 -1.94602
H 1.87158 -0.40657 1.05805
H 3.32272 -0.43830 -0.00478
```

Results
Gap between HOMO and LUMO in eV: 10.19
SMILES: C=CCC(=C)C
Charge: 0
HOMO energy in eV: -9.06
Total energy in eV: -6382.533
F_max in eV/A: 1.87
ΔE to the lowest compared entry with this formula, charge and spin in eV: 1.327